No. 1
Formula: C3H3NO3
Source: the Open Molecules 2025 dataset
Level of theory: the ωB97M-V functional and the def2-TZVPD basis

```
10
Properties=species:S:1:pos:R:3
O 1.11 -0.71 -1.98
C 0.66 -0.40 -0.83
C -0.61 0.15 -0.50
C -0.58 0.29 0.88
O -1.20 0.89 1.94
O 0.50 -0.36 1.43
N 1.21 -0.87 0.32
H 1.86 -1.24 -1.68
H -1.33 0.53 -1.13
H -1.64 1.73 1.55
```

Properties
- LUMO (eV) = 0.371
- gap between HOMO and LUMO (eV) = 9.51
- SMILES = Oc1cc(O)on1
- E (eV) = -10789.508
- net charge = 0

---

No. 2
Formula: C3H3NO3
Source: the Open Molecules 2025 dataset
Level of theory: the ωB97M-V functional and the def2-TZVPD basis

```
10
Properties=species:S:1:pos:R:3
H -0.90 0.81 -2.11
N -1.10 1.00 -1.14
C -0.31 0.41 -0.30
C -1.27 -0.19 0.62
O -2.33 -0.16 -0.01
O 1.05 0.35 -0.47
C 1.81 -0.39 0.37
O 1.40 -1.00 1.32
H -1.21 -0.48 1.67
H 2.86 -0.34 0.04
```

Properties
- LUMO (spin up / spin down) (eV) = -0.655 / -0.663
- gap between HOMO and LUMO (spin up / spin down) (eV) = 8.14 / 8.14
- SMILES = [H]/N=C(/C=O)OC=O
- E (eV) = -10788.350
- net charge = 0

---

No. 3
Formula: C3H3NO3
Source: the Open Molecules 2025 dataset
Level of theory: the ωB97M-V functional and the def2-TZVPD basis

```
10
Properties=species:S:1:pos:R:3
H -0.37 1.48 -1.97
N -1.04 1.12 -1.28
C -0.45 0.36 -0.47
C -1.27 -0.30 0.64
O -2.16 -1.06 0.36
O 0.91 0.09 -0.63
C 1.64 -0.47 0.36
O 1.26 -0.72 1.47
H -1.04 0.01 1.67
H 2.65 -0.66 -0.03
```

Properties
- LUMO (eV) = 0.256
- gap between HOMO and LUMO (eV) = 10.76
- SMILES = [H]/N=C(/C=O)OC=O
- E (eV) = -10790.902
- net charge = 0

---

No. 4
Formula: C3H3NO3
Source: the Open Molecules 2025 dataset
Level of theory: the ωB97M-V functional and the def2-TZVPD basis

```
10
Properties=species:S:1:pos:R:3
N -0.60 1.28 -0.69
C -0.53 0.08 -0.29
O 0.55 -0.79 -0.19
C 1.79 -0.31 0.03
O 2.11 0.84 0.14
C -1.70 -0.47 0.81
O -1.72 -0.73 -0.46
H 0.33 1.71 -0.70
H 2.48 -1.17 0.10
H -2.72 -0.43 1.25
```

Properties
- LUMO (spin up / spin down) (eV) = -0.534 / -0.535
- gap between HOMO and LUMO (spin up / spin down) (eV) = 8.54 / 8.54
- E (eV) = -10787.376
- net charge = 0

---

No. 5
Formula: C3H3NO3
Source: the Open Molecules 2025 dataset
Level of theory: the ωB97M-V functional and the def2-TZVPD basis

```
10
Properties=species:S:1:pos:R:3
N -1.03 -1.54 0.58
C -0.14 -0.74 0.19
O -0.02 -0.32 -1.12
C -0.08 0.94 -1.49
O -0.49 1.80 -0.59
C 0.98 -0.34 1.11
O 1.90 0.35 0.77
H -1.70 -1.75 -0.16
H -0.29 2.37 -1.41
H 0.86 -0.76 2.12
```

Properties
- LUMO (eV) = -0.538
- gap between HOMO and LUMO (eV) = 9.15
- E (eV) = -10788.508
- net charge = 0

---

No. 6
Formula: C3H3NO3
Source: the Open Molecules 2025 dataset
Level of theory: the ωB97M-V functional and the def2-TZVPD basis

```
10
Properties=species:S:1:pos:R:3
N 0.72 -1.43 1.26
C 0.73 -1.06 -0.01
O 0.60 -1.58 -1.09
C -1.09 1.31 -0.89
O -2.22 1.65 -1.03
C 0.58 0.27 0.49
O -0.46 1.03 0.31
H 0.08 -2.23 1.34
H -0.20 1.27 -1.53
H 1.26 0.77 1.15
```

Properties
- LUMO (eV) = -0.369
- gap between HOMO and LUMO (eV) = 9.90
- E (eV) = -10788.907
- net charge = 0

---

No. 7
Formula: C3H3NO3P
Source: the Open Molecules 2025 dataset
Level of theory: the ωB97M-V functional and the def2-TZVPD basis

```
11
Properties=species:S:1:pos:R:3
C 0.09 -0.05 2.48
C 0.58 0.59 3.76
C -0.11 0.22 -0.06
N -0.24 0.90 1.26
O 0.37 1.70 4.18
O 1.35 -0.36 4.31
O 2.35 -1.45 2.05
P 1.12 -1.59 2.85
H -1.27 0.05 -0.33
H 0.52 -0.79 -0.02
H 0.37 1.02 -0.64
```

Properties
- LUMO (spin up / spin down) (eV) = 3.204 / 3.178
- gap between HOMO and LUMO (spin up / spin down) (eV) = 7.41 / 7.38
- E (eV) = -20080.184
- net charge = -1

---

No. 8
Formula: C3H3NO3S
Source: the Open Molecules 2025 dataset
Level of theory: the ωB97M-V functional and the def2-TZVPD basis

```
11
Properties=species:S:1:pos:R:3
O 0.78 2.19 1.19
C 0.20 1.29 0.50
C -1.16 0.79 0.32
C -0.93 -0.44 -0.28
S -2.09 -1.58 -0.64
O 0.32 -0.80 -0.62
N 1.01 0.32 -0.24
O 2.35 -0.01 0.09
H -1.93 1.45 0.70
H -1.28 -2.93 -0.04
H 2.74 -0.28 -0.97
```

Properties
- LUMO (eV) = -0.754
- gap between HOMO and LUMO (eV) = 8.66
- SMILES = O=c1cc(S)on1O
- E (eV) = -21621.337
- net charge = 0

---

> net charge of number 3 (C3H3NO3)?

0

---

> The lowest E belongs to which entry?

C3H3NO3S

---

> Which formula does entry 6 have?

C3H3NO3

---

Repeat the seventh record exactly.
Formula: C3H3NO3P
Source: the Open Molecules 2025 dataset
Level of theory: the ωB97M-V functional and the def2-TZVPD basis

```
11
Properties=species:S:1:pos:R:3
C 0.09 -0.05 2.48
C 0.58 0.59 3.76
C -0.11 0.22 -0.06
N -0.24 0.90 1.26
O 0.37 1.70 4.18
O 1.35 -0.36 4.31
O 2.35 -1.45 2.05
P 1.12 -1.59 2.85
H -1.27 0.05 -0.33
H 0.52 -0.79 -0.02
H 0.37 1.02 -0.64
```

Properties
- LUMO (spin up / spin down) (eV) = 3.204 / 3.178
- gap between HOMO and LUMO (spin up / spin down) (eV) = 7.41 / 7.38
- E (eV) = -20080.184
- net charge = -1